No. 1
This record from OMol25 describes a structure of composition C4H2CsO6 at a distorted geometry. The level of theory is the ωB97M-V functional and the def2-TZVPD basis.

Summary:
E ... -624.6161 a.u.
Charge ... +1
Kohn-Sham gap ... 0.2921 Ha
HOMO level ... -13.6923 eV
Relative energy (zero: lowest compared OMol25 entry of this formula, charge and spin) ... 196.9 kcal per mole

Element x y z (Å)
O1 -1.0955 0.0909 -0.8601
C1 0.0396 -0.2785 -0.8425
O2 0.7711 -1.0603 0.8254
O3 1.0653 -0.2732 -1.5824
Cs1 -3.5030 0.0377 2.6448
H1 2.9043 0.3452 -0.3140
O4 3.3920 -1.7205 -1.3423
O5 3.8293 -2.8268 0.4766
O6 4.7989 -0.9277 -0.1530
C2 2.8590 -0.7471 -0.4287
C3 2.4031 -1.5122 0.8177
C4 4.3818 -2.0863 -0.4982
H2 2.6970 -1.1436 1.8145

---

No. 2
This record from OMol25 describes a structure of composition C4H2F18K3N3O25S10 at a distorted geometry. The level of theory is the ωB97M-V functional and the def2-TZVPD basis.

Summary:
E ... -9778.1806 a.u.
Charge ... -4
Kohn-Sham gap ... 0.1238 Ha
HOMO level ... 0.8970 eV

Element x y z (Å)
K1 -2.8119 -3.3441 1.4912
K2 -4.9604 2.3175 1.0698
K3 0.5443 0.3296 5.0609
N1 -4.3753 -1.5729 -3.0828
S1 -5.9986 -2.1739 -2.8877
O1 -6.9567 -1.3970 -3.6636
O2 -6.3914 -2.8036 -1.6311
F1 -5.8335 -3.4492 -3.8271
S2 -3.9688 -1.3584 -1.6758
O3 -3.2778 -2.4699 -0.9583
O4 -4.6952 -0.4103 -0.8204
F2 -2.6514 -0.4988 -2.0839
N2 3.5081 3.5408 4.0261
S3 2.4770 3.3012 2.7492
O5 2.3789 4.4786 1.9183
O6 1.3172 2.4782 3.0346
F3 3.4199 2.2802 1.8711
S4 2.5495 3.6354 5.1329
O7 2.2338 2.3775 5.8460
O8 1.5598 4.6442 5.0710
F4 3.6877 4.3309 6.0207
N3 1.2009 -3.5668 -2.2831
S5 1.2568 -4.0821 -3.8482
O9 1.7707 -3.2502 -4.9198
O10 0.1959 -5.0415 -4.2145
F5 2.4904 -5.1356 -3.4992
S6 0.3913 -2.3765 -2.4882
O11 -0.8997 -2.4952 -3.0420
O12 1.1952 -1.1903 -2.7156
F6 0.0109 -2.1876 -0.8832
C1 -3.1901 3.2826 -2.6433
F7 -3.9383 2.7275 -3.5482
F8 -3.9029 4.0519 -1.8185
F9 -2.5260 2.2044 -2.0562
S7 -2.0249 4.5509 -3.6556
O13 -1.2239 5.0583 -2.5022
O14 -1.2222 3.7656 -4.5788
O15 -2.8193 5.5953 -4.3083
C2 4.5505 -0.2282 -0.1900
F10 3.4089 0.4367 -0.4298
F11 5.3617 0.4996 0.6594
F12 4.2442 -1.3741 0.3500
S8 5.3815 -0.5274 -1.8688
O16 4.4080 -0.1450 -2.9047
O17 6.5592 0.3021 -1.8441
O18 5.7715 -1.9422 -2.1143
C3 1.0677 -2.8909 2.8650
F13 -0.0128 -3.4076 2.2845
F14 1.6156 -2.0209 2.0097
F15 0.7139 -2.3343 4.0716
S9 2.1721 -4.4354 3.0919
O19 3.5153 -3.9348 3.3552
O20 1.6934 -5.2444 4.1962
O21 2.1760 -5.0725 1.7977
C4 0.0291 0.7843 0.2260
F16 0.5207 2.0050 0.4748
F17 -0.4507 0.8496 -1.0126
F18 1.0752 -0.0205 0.4183
S10 -1.4297 0.3694 1.5202
O22 -2.1375 -0.7901 1.0805
O23 -0.7932 0.2274 2.8497
O24 -2.3572 1.4984 1.5359
O25 -1.7303 3.9950 2.3694
H1 -2.0483 4.2098 3.2463
H2 -1.8252 3.0446 2.3059